(1)
The following is a DFT calculation (the ωB97M-V functional and the def2-TZVPD basis) of a gas-phase ion, C7H9OS (charge -1) in a non-equilibrium geometry.

Orbital gap (spin up / spin down) ... 5.756 / 5.754 eV
Lowest unoccupied orbital energy (spin up / spin down) ... 3.5 / 3.5 eV
E_HOMO (spin up / spin down) ... -2.3 / -2.3 eV
Energy relative to the best compared isomer or geometry (same formula, charge and spin) ... 74.3 kcal per mole

```
! wB97M-V def2-TZVPD RIJCOSX def2/J DEFGRID3
* xyz -1 1
C 0.6313 0.2110 1.2263
C 3.0588 0.8728 1.1700
C 0.2275 0.2807 -0.0241
C 3.2845 0.7341 -0.1471
C -2.1041 0.8773 -0.7238
C -1.4252 -1.6699 -0.3089
C -0.9632 -0.2234 -0.7910
O 1.9238 0.5806 1.9032
S 3.8690 0.4880 -1.6431
H 0.0304 -0.2531 2.0041
H 3.9779 0.9646 1.7842
H -3.1039 0.7730 -1.2991
H -1.5972 1.8788 -1.0331
H -2.5884 1.0230 0.2217
H -1.9162 -1.7551 0.7691
H -0.4898 -2.2358 -0.3007
H -2.1275 -2.1956 -0.9451
H -0.6877 -0.3510 -1.8626
*
```

***

(2)
The following is a DFT calculation (the ωB97M-V functional and the def2-TZVPD basis) of a molecular structure, C17H17ClMn in a non-equilibrium geometry.

Orbital gap (spin up / spin down) ... 4.502 / 5.072 eV
Lowest unoccupied orbital energy (spin up / spin down) ... 2.0 / 2.6 eV
E_HOMO (spin up / spin down) ... -2.5 / -2.5 eV
Energy relative to the best compared isomer or geometry (same formula, charge and spin) ... 0.0 kcal per mole

```
! wB97M-V def2-TZVPD RIJCOSX def2/J DEFGRID3
* xyz -1 5
C -2.9373 -1.1130 -1.2558
C -1.8427 -1.3054 -2.1712
C -1.2901 -0.0387 -2.4987
H -1.5688 -2.2490 -2.6341
C -1.9337 0.9469 -1.6948
C -3.0119 0.3192 -0.9673
H -3.7588 0.8108 -0.3342
H -3.6543 -1.8646 -0.9230
H -0.4908 0.1566 -3.2353
H -1.7779 2.0237 -1.7783
Mn -1.2894 -0.5025 -0.0223
Cl 0.1179 -2.1855 0.0987
C 3.1442 0.1743 -1.3357
C 2.7447 1.4039 -1.9459
C 2.2152 1.0979 -3.2294
H 2.7874 2.3795 -1.4790
C 2.3608 -0.3027 -3.4563
C 2.9335 -0.8808 -2.2872
H 3.1250 -1.9292 -2.1300
H 3.4947 0.0348 -0.3191
H 1.7913 1.8038 -3.9305
H 2.1893 -0.8255 -4.3964
C -0.4841 1.0994 0.8248
C -0.3185 0.5896 2.2145
C -1.4473 0.0353 2.8442
C -1.2934 -0.8500 3.9002
C -0.0843 -0.8683 4.6025
C 1.0016 -0.0925 4.1542
C 0.8933 0.6257 2.9569
H -1.1936 1.9323 0.7284
H 0.4141 1.2010 0.2177
H -2.4477 0.2793 2.4626
H -2.0950 -1.5364 4.1861
H 0.0064 -1.4511 5.5206
H 1.9349 -0.1045 4.7262
H 1.7657 1.1858 2.5869
*
```

***

(3)
The following is a DFT calculation (the ωB97M-V functional and the def2-TZVPD basis) of a single C3H7NO2 molecule in a non-equilibrium geometry.

Orbital gap ... 10.458 eV
Lowest unoccupied orbital energy ... 0.8 eV
E_HOMO ... -9.7 eV
Energy relative to the best compared isomer or geometry (same formula, charge and spin) ... 25.9 kcal per mole

```
! wB97M-V def2-TZVPD RIJCOSX def2/J DEFGRID3
* xyz 0 1
C -1.6494 0.4163 -0.1060
C -0.3423 -0.2422 0.3525
O -0.2119 -1.6542 0.2352
C 0.8431 0.4424 -0.3288
N 2.1599 0.1285 -0.1061
O 0.6391 1.4059 -1.0469
H -2.1903 0.8031 0.7502
H -2.3055 -0.3133 -0.5646
H -1.4431 1.2162 -0.8205
H -0.1366 0.0743 1.3847
H -0.4757 -1.9588 -0.6556
H 2.6356 -0.7051 0.2591
H 2.6302 0.5743 -0.8899
*
```

***

(4)
The following is a DFT calculation (the ωB97M-V functional and the def2-TZVPD basis) of a molecular structure, C16H24CaClN8O4 in a non-equilibrium geometry.

Orbital gap ... 6.770 eV
Lowest unoccupied orbital energy ... -6.1 eV
E_HOMO ... -12.8 eV

```
! wB97M-V def2-TZVPD RIJCOSX def2/J DEFGRID3
* xyz 1 1
Ca -2.7160 0.3255 3.2106
Cl -0.2424 -0.1596 0.3013
O -0.5798 -1.4409 -0.2757
O -1.0601 0.8863 -0.2541
O -0.4885 -0.2054 1.7486
O 1.1433 0.0977 0.0809
C 2.6548 -1.1155 2.9288
C 3.5808 -0.4365 2.0293
N 4.3331 0.1479 1.3981
H 1.8033 -0.5039 3.2107
H 3.2790 -1.2428 3.8232
H 2.3472 -2.1001 2.5932
C 2.5837 -3.0433 -0.4570
C 3.3928 -4.1618 -0.9026
N 3.9972 -5.0761 -1.2334
H 1.7913 -2.7386 -1.1336
H 3.1994 -2.1617 -0.2761
H 2.0949 -3.3082 0.4842
C -1.0302 -2.8110 -3.1807
C 0.3982 -2.6826 -3.4607
N 1.5156 -2.5748 -3.6761
H -1.4148 -1.8627 -2.8264
H -1.1174 -3.5339 -2.3655
H -1.5210 -3.2338 -4.0528
C -3.4296 0.2898 -2.5728
C -2.3354 0.4477 -3.5127
N -1.4777 0.5122 -4.2707
H -3.2567 0.7826 -1.6135
H -3.5003 -0.7730 -2.3380
H -4.3583 0.7416 -2.9150
C 0.4188 3.2450 -3.2522
C -0.3438 4.0015 -4.2339
N -0.9226 4.6548 -4.9790
H 1.0917 3.9183 -2.7248
H 0.9391 2.4845 -3.8347
H -0.1656 2.7326 -2.4906
C 0.3979 3.5478 0.8949
C 0.5362 4.4532 2.0289
N 0.6071 5.0814 2.9881
H -0.6535 3.2759 0.8641
H 1.0998 2.7195 0.9970
H 0.6720 3.9864 -0.0646
C 0.9531 2.8149 5.2781
C -0.0410 2.2350 4.4079
N -0.7789 1.7862 3.6419
H 0.9566 3.9025 5.2553
H 1.9514 2.4192 5.1017
H 0.6831 2.4970 6.2918
C -2.7194 -3.5846 0.3494
C -3.0005 -2.2842 0.9338
N -3.2830 -1.2409 1.3228
H -1.7750 -3.5387 -0.1854
H -3.5341 -3.9140 -0.2914
H -2.6759 -4.2585 1.2094
*
```

***

(5)
The following is a DFT calculation (the ωB97M-V functional and the def2-TZVPD basis) of 2 unconnected molecules or ions with the total composition C3H12NS in a non-equilibrium geometry.

Orbital gap ... 9.348 eV
Lowest unoccupied orbital energy ... -3.5 eV
E_HOMO ... -12.8 eV
Energy relative to the best compared isomer or geometry (same formula, charge and spin) ... 36.1 kcal per mole

```
! wB97M-V def2-TZVPD RIJCOSX def2/J DEFGRID3
* xyz 1 1
C -2.1627 1.0781 -1.3198
N -0.9316 0.3722 -1.7940
H -2.3396 0.6581 -0.3281
H -1.9333 2.1306 -1.4585
H -2.9964 0.7336 -1.9571
H -0.3144 0.8915 -2.3129
H -1.2714 -0.4884 -2.2114
H -0.4802 0.1987 -0.8299
C 0.4382 -1.6262 0.8818
S 0.4314 0.3593 1.2237
C 2.2922 0.3646 1.7893
H -0.5853 -1.9407 0.5893
H 0.8058 -2.1621 1.8156
H 1.0968 -1.6970 -0.0499
H 2.7171 -0.6865 1.8122
H 2.8222 1.1501 1.2942
H 2.4112 0.6643 2.8555
*
```

***

(6)
The following is a DFT calculation (the ωB97M-V functional and the def2-TZVPD basis) of a gas-phase ion, C3H10N5S (charge +1) in a non-equilibrium geometry.

Orbital gap ... 8.157 eV
Lowest unoccupied orbital energy ... -3.9 eV
E_HOMO ... -12.1 eV
Energy relative to the best compared isomer or geometry (same formula, charge and spin) ... 75.0 kcal per mole

```
! wB97M-V def2-TZVPD RIJCOSX def2/J DEFGRID3
* xyz 1 1
H 2.6377 -2.6061 -0.0707
N 2.2690 -1.6297 -0.4935
N 1.0937 -1.5532 -0.0697
C 0.5585 -0.2562 -0.2964
S 1.3680 1.0608 0.7362
C 2.7479 1.0805 -0.3237
C -0.9041 -0.2314 0.1380
N -1.0808 -0.8230 1.3251
N -1.7346 0.4318 -0.6476
N -3.1772 0.5299 -0.2354
H 0.7693 0.2846 -1.2140
H 3.2913 0.0971 -0.1309
H 3.4283 1.9632 -0.0828
H 2.3450 1.1250 -1.3861
H -0.3383 -1.2967 1.8253
H -2.0341 -0.9618 1.6631
H -3.7176 -0.2865 0.3231
H -3.0960 1.4716 0.3559
H -3.7184 0.5390 -1.1316
*
```

***

(7)
The following is a DFT calculation (the ωB97M-V functional and the def2-TZVPD basis) of 2 unconnected molecules or ions with the total composition C3H9O3 in a non-equilibrium geometry.

Orbital gap ... 6.612 eV
Lowest unoccupied orbital energy ... 3.7 eV
E_HOMO ... -2.9 eV
Energy relative to the best compared isomer or geometry (same formula, charge and spin) ... 14.4 kcal per mole

```
! wB97M-V def2-TZVPD RIJCOSX def2/J DEFGRID3
* xyz -1 1
C -0.6307 -0.6354 0.0200
O 0.4893 -1.1673 0.4947
C -0.8189 0.8795 0.3638
C 0.4114 1.6441 -0.0549
O 0.4863 2.9717 0.5485
H -0.7727 -0.7094 -1.1062
H -1.5902 -1.0958 0.3761
H -0.8330 0.8417 1.4605
H -1.7326 1.2929 -0.0130
H 1.2629 1.1419 0.3888
H 0.3414 1.7211 -1.1421
H 1.0145 3.5512 -0.0086
H 1.5191 -3.5212 -0.7309
H 0.2233 -3.0830 -0.0565
O 0.6303 -3.8319 -0.5401
*
```

***

(8)
The following is a DFT calculation (the ωB97M-V functional and the def2-TZVPD basis) of a single C2H4N2S2 molecule in a non-equilibrium geometry.

Orbital gap (spin up / spin down) ... 7.568 / 7.563 eV
Lowest unoccupied orbital energy (spin up / spin down) ... -0.4 / -0.5 eV
E_HOMO (spin up / spin down) ... -8.0 / -8.0 eV
Energy relative to the best compared isomer or geometry (same formula, charge and spin) ... 78.5 kcal per mole

```
! wB97M-V def2-TZVPD RIJCOSX def2/J DEFGRID3
* xyz 0 1
C -0.7666 -0.3940 0.0895
C 0.1999 0.7835 -0.0858
N -2.3890 1.4043 -0.0123
N -2.2200 0.0936 -0.0113
S -3.2842 -1.1111 -0.0190
S -0.9714 2.2890 0.0299
H -0.6776 -1.1327 -0.6738
H -0.7577 -0.8369 1.1255
H 0.9415 0.9100 0.5133
H 0.5609 0.8062 -1.0429
*
```

***

(9)
The following is a DFT calculation (the ωB97M-V functional and the def2-TZVPD basis) of 2 unconnected molecules or ions with the total composition C20H23NO4 in a non-equilibrium geometry.

Orbital gap ... 9.229 eV
Lowest unoccupied orbital energy ... 0.5 eV
E_HOMO ... -8.7 eV
Energy relative to the best compared isomer or geometry (same formula, charge and spin) ... 434.7 kcal per mole

```
! wB97M-V def2-TZVPD RIJCOSX def2/J DEFGRID3
* xyz 0 1
C -4.6673 -0.3328 -2.9397
C -4.4798 -1.1282 -1.7746
C -3.1474 -1.9370 -1.7286
H -2.9871 -2.5295 -0.8606
H -2.7110 -2.2812 -2.7522
O -1.9109 -0.8225 -1.3676
C -1.1847 -0.3845 -2.3177
O -1.2677 -1.0473 -3.6447
C -0.0603 0.3874 -2.1067
C 0.3506 0.4594 -0.6833
C 1.8370 0.0949 -0.3030
O 2.6986 -0.7006 -0.8695
N 2.3370 1.3657 0.2997
C 3.4953 1.2374 1.0586
H 4.0353 2.2814 0.8488
H 4.1674 0.7072 0.5426
C 3.5508 1.0118 2.4559
C 2.7921 -0.3659 2.6865
C 1.4781 -0.5945 3.1654
C 0.7571 -1.6396 3.4133
C 1.3950 -2.8357 2.6821
C 2.5241 -2.8131 2.3192
C 3.2253 -1.6986 2.1351
H 4.1852 -1.5889 1.7490
H 3.0270 -3.9402 1.5329
H 0.6613 -3.7322 2.6970
H -0.1029 -1.4808 3.7228
H 1.1063 0.2642 3.7079
H 4.6053 0.7800 2.9254
H 3.0541 1.6769 3.1359
C 1.1811 2.0492 0.8276
C 0.2113 1.8571 -0.2540
C -1.4265 1.9740 0.0450
C -1.8232 2.1038 -1.2270
H -2.8715 2.0705 -1.4980
C -0.8146 1.7632 -2.0647
H -0.7483 2.2633 -3.2620
O 0.1384 2.6994 -1.1935
H -1.8752 1.9559 1.0280
H 1.5472 3.1190 0.9393
H 0.7120 2.1164 1.8987
H -0.2076 -0.2903 0.2556
H 0.7454 0.4200 -2.7241
H -5.0808 -1.7610 -1.5542
H -4.3210 -0.5557 -0.7844
H -5.6349 0.2024 -3.0764
H -4.6189 -0.9254 -3.8731
H -3.8771 0.5250 -3.2125
*
```

***

(10)
The following is a DFT calculation (the ωB97M-V functional and the def2-TZVPD basis) of 4 unconnected molecules or ions with the total composition C10H8O3 in a non-equilibrium geometry.

Orbital gap ... 8.495 eV
Lowest unoccupied orbital energy ... -0.2 eV
E_HOMO ... -8.7 eV
Energy relative to the best compared isomer or geometry (same formula, charge and spin) ... 244.0 kcal per mole

```
! wB97M-V def2-TZVPD RIJCOSX def2/J DEFGRID3
* xyz 0 1
C 3.1708 -2.3822 -0.4586
C 0.8134 -1.2504 -0.3979
C 0.5479 -0.1383 -1.2283
C -0.4173 0.9063 -0.6688
C -0.9518 1.7658 -1.4843
C -1.9942 2.4604 -1.0406
C -2.2006 2.6489 0.2707
C -1.5317 1.6891 1.1741
C -0.9267 0.7820 0.5751
C 0.3136 -1.1666 1.0627
H 4.1916 -1.7328 -1.3055
H 3.1140 -1.7194 0.9838
H 2.8936 -4.0188 -0.5059
H 1.2561 0.0461 -2.2526
H -0.9272 1.6573 -2.5448
H -2.5054 3.1008 -1.8140
H -3.0167 3.1965 0.4414
H -2.2138 1.5024 2.1355
O 1.9253 -1.9969 -0.9456
O -0.7116 -0.3530 1.3690
O 0.8199 -1.8903 1.8313
*
```

***

(11)
The following is a DFT calculation (the ωB97M-V functional and the def2-TZVPD basis) of a single C12H24N4O3S2 molecule in a non-equilibrium geometry.

Orbital gap ... 8.696 eV
Lowest unoccupied orbital energy ... 0.7 eV
E_HOMO ... -8.0 eV
Energy relative to the best compared isomer or geometry (same formula, charge and spin) ... 3.6 kcal per mole

```
! wB97M-V def2-TZVPD RIJCOSX def2/J DEFGRID3
* xyz 0 1
S -2.5141 -1.0730 1.8672
C -1.9736 0.4357 1.3979
N -2.5985 1.1578 0.4508
C -3.7339 0.6413 -0.2708
C -3.3289 -0.0359 -1.5974
N -2.1555 -0.8588 -1.4435
C -0.9227 -0.3452 -1.6514
S -0.6923 1.1583 -2.3336
N 0.1676 -1.0812 -1.3739
C 0.2427 -2.4277 -0.8664
C 0.5378 -2.4803 0.6459
O 1.5983 -1.6572 1.0682
C 2.9096 -2.0634 0.7496
C 3.4372 -1.4589 -0.5729
O 3.0462 -0.1203 -0.7596
C 3.7683 0.8236 0.0114
C 3.1192 2.2067 -0.1330
O 2.1322 2.4642 0.8325
C 0.9906 1.6415 0.6795
C -0.0868 2.0709 1.6841
N -0.9215 0.9537 2.0629
H -2.1030 1.9246 0.0173
H -4.4244 1.4608 -0.4796
H -4.2226 -0.0863 0.3819
H -3.0940 0.7207 -2.3497
H -4.1547 -0.6559 -1.9522
H -2.2473 -1.6019 -0.7615
H 1.0464 -0.5794 -1.4370
H 1.0338 -2.9489 -1.4157
H -0.6941 -2.9552 -1.0552
H 0.7243 -3.5255 0.9310
H -0.3316 -2.1149 1.2018
H 3.5290 -1.7118 1.5812
H 2.9860 -3.1569 0.7011
H 4.5325 -1.5534 -0.5891
H 3.0328 -1.9976 -1.4335
H 3.7704 0.5463 1.0722
H 4.8080 0.8590 -0.3459
H 3.8744 2.9807 0.0154
H 2.7006 2.2904 -1.1458
H 1.2482 0.5932 0.8790
H 0.6213 1.7217 -0.3512
H -0.6984 2.8831 1.2882
H 0.4144 2.4354 2.5835
H -0.4924 0.2936 2.6975
*
```

***

(12)
The following is a DFT calculation (the ωB97M-V functional and the def2-TZVPD basis) of a molecular structure, C4H9NO3.

Orbital gap ... 9.323 eV
Lowest unoccupied orbital energy ... 0.1 eV
E_HOMO ... -9.3 eV
Energy relative to the best compared isomer or geometry (same formula, charge and spin) ... 183.2 kcal per mole

```
! wB97M-V def2-TZVPD RIJCOSX def2/J DEFGRID3
* xyz 0 1
C 0.7068 1.5824 0.2365
C 0.2756 -1.0185 -0.7266
C -0.3535 0.5291 0.2175
C 1.5567 -1.3122 -1.0082
O -0.7518 -1.4449 -1.4868
N -1.6036 0.6329 -0.0629
H -1.5230 -0.8935 -1.2074
H -1.8762 1.5218 -0.4636
H 0.8263 2.0015 -0.7630
H 0.4037 2.3666 0.9337
H 1.6621 1.1783 0.5648
H 2.3455 -0.9888 -0.3434
H 1.8294 -1.9226 -1.8620
O -0.1599 -0.3482 1.6251
O -1.4416 -0.5910 2.2286
H -2.0257 -0.2061 1.5177
H 0.1290 -1.0868 0.6000
*
```